Record 1
{"formula": "C4H6N2O2", "method": "ωB97M-V/def2-TZVPD", "elements": ["H", "N", "C", "O", "N", "C", "C", "C", "O", "H", "H", "H", "H", "H"], "xyz": [[-2.753166, -1.271028, 0.342720], [-1.803426, -1.006300, 0.119805], [-1.019813, -0.546521, 1.025442], [-0.840148, -0.482331, 2.212888], [0.194809, 0.124558, 0.059951], [1.077204, 1.128679, 0.632928], [0.635805, -0.800099, -1.068316], [-0.454264, 0.129489, -1.301804], [-1.043283, 0.885117, -1.992529], [1.549011, 1.733038, -0.143214], [0.539470, 1.815352, 1.284504], [1.854342, 0.668477, 1.246513], [1.582376, -0.522994, -1.528729], [0.481084, -1.855437, -0.890157]], "atomic_forces_ev_per_a": [[0.27, -0.17, 0.51], [0.21, 0.53, -0.90], [-0.16, -0.71, 0.44], [0.17, 0.47, -0.54], [-0.49, -0.23, 0.26], [0.42, 0.40, 0.04], [-0.17, 0.00, 0.12], [0.05, 0.49, 0.06], [0.30, -0.31, 0.27], [-0.01, -0.14, -0.12], [-0.34, -0.23, -0.11], [-0.12, -0.20, -0.15], [-0.09, 0.06, 0.08], [-0.06, 0.04, 0.03]], "multiplicity": 1, "total_charge": 0}

=====

Record 2
{"formula": "C4H6N2O2", "method": "ωB97M-V/def2-TZVPD", "elements": ["O", "C", "N", "N", "C", "C", "C", "O", "H", "H", "H", "H", "H", "H"], "xyz": [[2.956514, -0.554398, -0.283941], [1.768626, -0.332372, 0.021632], [1.236187, 0.964139, 0.327204], [0.015649, 1.533364, -0.215319], [-0.741530, 0.306032, -0.505061], [-1.709679, -0.684544, -0.081637], [-0.288091, -0.865257, 0.369982], [0.865905, -1.440902, -0.047151], [2.004001, 1.695055, 0.098325], [-0.392630, 2.140236, 0.517323], [-0.593233, -0.089459, -1.507981], [-2.554775, -0.753706, 0.717288], [-2.111743, -1.316784, -0.897663], [-0.455206, -0.601406, 1.487000]], "atomic_forces_ev_per_a": [[-3.52, 1.11, 1.62], [2.55, -1.09, -2.51], [3.34, 1.45, -0.57], [-1.38, -0.94, 0.31], [1.93, -0.12, -0.02], [-4.10, -3.42, 1.00], [-3.80, 2.33, 2.26], [1.65, 1.38, 0.54], [-1.42, -2.07, 0.60], [0.22, -0.81, -0.32], [0.79, 1.09, -0.34], [1.92, 0.81, -1.02], [0.32, 0.73, 0.11], [1.50, -0.47, -1.65]], "multiplicity": 1, "total_charge": 0}

=====

Which Kohn-Sham gap belongs to each record? In order, 9.985, 10.112 eV.
Which energy relative to the best compared isomer or geometry (same formula, charge and spin) belongs to each record? In order, 3.352, 5.272 eV.